64
Properties=species:S:1:pos:R:3 method="wB97M-V/def2-TZVPD" total_energy_ev=-51966.4091 smiles="Cc1ccccc1CN(c1ccc(C(=O)Nc2ccccc2C(=O)N2CCCC2)cc1)S(C)(=O)=O" relative_energy_kj_mol=48.02 gap_ev=8.90 lumo_energy_ha=0.0181 total_charge=0
S 2.31267 -0.23081 -3.07929
O 2.10677 0.00219 -4.47881
O -0.36207 -1.74203 -0.16097
O 3.66253 -0.16336 -2.60469
O 1.43432 -0.04579 4.10551
N 1.35750 0.88997 -2.25423
N -0.73113 -0.32877 3.62877
N 0.12340 -2.77927 1.76203
C 0.55930 -0.02291 3.26200
C 1.60406 -1.84085 -2.65454
C -1.82949 -1.33832 1.66263
C -0.11692 1.09187 1.11363
C 0.09368 1.33078 -0.22621
C -0.61400 -1.93468 1.02455
C -4.22860 -1.08582 1.45121
C -0.14770 -3.27920 3.09503
C -1.86303 -0.61799 2.86347
C 1.95916 -0.09521 1.22926
C -3.09561 -0.19052 3.35939
C 0.78313 0.32467 1.84675
C 1.24033 -3.48339 1.14652
C -0.65883 3.89388 -3.22139
C -0.59210 5.26598 -3.01848
C 1.77521 -4.38527 2.25411
C 0.37832 1.60631 -3.03947
C 0.53452 -4.64526 3.10602
C 1.19811 0.77765 -0.88283
C -3.01639 -1.53131 0.96120
C -1.86967 3.28894 -3.86728
C 1.59048 5.06387 -2.06190
C 0.41976 3.09964 -2.82264
C 0.51872 5.85253 -2.43952
C 1.53801 3.69558 -2.25617
C 2.15829 0.10912 -0.11660
C -4.26704 -0.42536 2.66813
H -1.22244 -3.33084 3.28152
H 0.99828 -1.75545 -1.75735
H 2.37566 3.07759 -1.97027
H 3.05872 -0.24457 -0.58799
H -2.96629 -2.05759 0.01972
H 2.69960 -0.61149 1.82225
H -5.13600 -1.25845 0.89378
H 0.31520 -2.63000 3.84664
H 1.97538 -2.76543 0.77717
H 2.22021 -5.29733 1.86321
H 0.87143 -4.06023 0.29068
H 2.52252 -3.85338 2.84315
H -3.12005 0.34314 4.29892
H 2.46760 5.51122 -1.61918
H 0.99838 -2.14217 -3.49862
H -0.61681 1.93917 -0.75920
H 0.62531 1.39182 -4.08289
H -2.39201 2.62807 -3.17469
H -0.62483 1.20933 -2.84061
H -0.87634 -0.32133 4.63172
H -5.20672 -0.08255 3.07406
H -1.58587 2.70219 -4.73956
H -2.56156 4.06645 -4.18138
H 2.42312 -2.53174 -2.50367
H 0.54871 6.92176 -2.29089
H -1.42448 5.88452 -3.32340
H 0.77256 -4.97955 4.11308
H -0.10345 -5.38945 2.62741
H -0.99150 1.50944 1.59120

---

65
Properties=species:S:1:pos:R:3 method="wB97M-V/def2-TZVPD" total_energy_ev=-43947.6232 relative_energy_kj_mol=29.36 gap_ev="8.59 / 5.88" lumo_energy_ha="-0.0730 / -0.1974" total_charge=+1 spin_multiplicity=5
Rh -1.37489 -0.02812 -1.59034
O -2.11832 1.95243 -1.73778
N 0.20256 0.35935 -0.25675
N -2.39114 3.59568 -3.24525
N 1.61965 -0.10058 1.53690
N 0.59689 -2.64428 -4.20400
N -0.02054 -1.59698 1.01121
N -0.64268 -0.80410 -3.24708
N 1.60650 -4.79695 -3.50532
C 1.12015 -3.80197 -3.82192
C -2.85032 2.60587 -2.52034
C -2.84977 -3.89688 0.83047
C 1.14238 -0.87043 3.81460
C -3.31466 -2.09326 -0.66682
C -1.62887 -3.34576 1.18244
C 3.55980 -2.31482 3.78272
C 1.96827 1.78098 -1.20175
C 1.00464 3.94097 0.31916
C 2.10260 4.10884 -0.51535
C -0.03577 -1.75220 -3.66542
C 0.58267 -0.42512 0.73399
C -1.26195 -2.12653 0.58956
C 1.53735 -1.64833 4.90073
C -3.28632 4.32447 -4.15513
C -0.95391 3.88671 -3.19825
C 2.57001 3.03880 -1.26561
C -2.08844 -1.50727 -0.33560
C -3.70234 -3.28191 -0.08220
C 0.86153 1.63572 -0.36498
C -0.72809 -4.03348 2.17691
C 2.72761 -2.36144 4.89260
C 1.98526 -0.85622 2.70198
C 2.52509 0.62202 -1.98527
C 0.38399 2.70223 0.38562
C 3.17876 -1.56703 2.68084
C -0.14305 -0.08691 3.85720
H 3.32728 0.95233 -2.64326
H -0.47959 2.54769 1.02242
H -3.14149 -4.83617 1.28496
H 2.93382 -0.14752 -1.32505
H -3.96900 -1.62044 -1.38996
H 3.43337 3.16965 -1.90821
H -0.61884 3.92329 -2.16583
H 0.90007 -1.67866 5.77674
H 1.76077 0.14259 -2.59541
H 0.25042 -4.27260 1.75005
H 2.59944 5.06876 -0.57607
H -4.65018 -3.73679 -0.33692
H -4.20610 4.59270 -3.64186
H -1.16940 -4.97046 2.50938
H 2.15945 0.71093 1.27674
H -0.43286 0.10757 4.88823
H -2.78704 5.23814 -4.46236
H -0.78106 4.84357 -3.68126
H -0.96620 -0.62704 3.38013
H 3.00816 -2.94919 5.75676
H 3.79872 -1.53283 1.79312
H -0.56192 -3.42186 3.07040
H 4.49223 -2.86292 3.76988
H 0.44565 -2.12523 1.73419
H 0.63344 4.76635 0.91310
H -3.91607 2.38686 -2.62195
H -0.04375 0.87274 3.34773
H -3.51329 3.73511 -5.04126
H -0.39064 3.10989 -3.71624

---

64
Properties=species:S:1:pos:R:3 method="wB97M-V/def2-TZVPD" total_energy_ev=-184964.7364 gap_ev=6.36 lumo_energy_ha=0.1029 total_charge=-1
Pd -0.32103 -1.10526 -0.61744
Br 0.59762 -2.58244 -2.54687
As -2.71982 -3.41903 -0.72085
P 2.29834 -0.45955 0.07414
P 0.57067 1.15691 -1.71643
O -2.62134 -2.07986 0.25615
N 1.67630 1.08872 -0.40148
C 1.03608 -1.19834 1.16976
C 3.41781 -0.09443 2.70320
C 1.28346 5.62773 -2.93130
C 0.03509 -0.45314 1.81360
C -0.15851 3.71082 -2.72182
C 5.36140 1.68292 1.84474
C -3.66346 1.62353 0.12615
C 0.85783 2.96629 -2.11627
C 1.14503 -2.57448 1.47760
C -0.67271 -2.39444 3.05336
C -2.60287 2.35664 0.66508
C -1.09866 1.38770 -0.96626
C 5.31836 1.30756 3.18365
C 4.34597 0.41533 3.60696
C 0.04654 5.02185 -3.12383
C 2.30530 4.90333 -2.33650
C -1.34143 2.24243 0.11742
C 3.44615 0.27132 1.35927
C 0.32262 -3.15432 2.41758
C -2.92884 -3.05842 -2.58847
C 2.09408 3.58663 -1.93663
C -4.36061 -4.35688 -0.30737
C -1.38388 -4.76038 -0.46764
C -2.17514 0.69927 -1.52190
C -0.81728 -1.05988 2.74893
C 4.44118 1.16448 0.94650
C -3.45046 0.80812 -0.96621
H 6.03771 1.70779 3.88774
H -0.76374 5.57475 -3.58470
H -1.33721 -2.86213 3.77018
H 3.27464 5.36214 -2.17894
H -1.13389 3.25851 -2.86860
H -5.18643 -3.65455 -0.40881
H 1.44490 6.65319 -3.24058
H -2.06030 -2.50960 -2.94487
H 4.49150 1.45493 -0.09786
H -1.76203 -5.69556 -0.88169
H -3.85314 -2.49064 -2.69766
H -2.00706 0.06363 -2.38382
H -2.77025 3.01027 1.51314
H 6.11805 2.37819 1.50039
H -4.26634 0.22970 -1.38030
H -1.59459 -0.47187 3.22123
H -4.30906 -4.69912 0.72525
H 2.65624 -0.78094 3.05470
H -0.46729 -4.44032 -0.96104
H -0.52222 2.81616 0.54031
H -4.50913 -5.20774 -0.97318
H -3.00655 -4.00819 -3.11961
H 1.88809 -3.16533 0.95306
H 4.29958 0.11667 4.64766
H -1.23427 -4.84653 0.60814
H -0.01389 0.61675 1.66604
H 1.61806 1.80341 0.31552
H 0.43357 -4.20766 2.64882
H -4.64992 1.69378 0.56819
H 2.90120 3.02959 -1.47556

---

60
Properties=species:S:1:pos:R:3 method="wB97M-V/def2-TZVPD" total_energy_ev=-34845.4429 relative_energy_kj_mol=181.93 gap_ev="4.19 / 4.39" lumo_energy_ha="-0.0998 / -0.2297" total_charge=+1 spin_multiplicity=6
Ir -0.99767 0.22600 1.47304
O 0.06457 -0.37859 -3.37550
N -4.34442 0.50657 4.09757
C -3.71152 -0.48934 3.28964
C 0.13708 -1.67952 -0.05986
C -3.95916 -0.31340 1.81103
C -5.57151 -0.21986 0.00149
C -0.86729 2.41128 1.70615
C 1.10245 -0.85202 -6.71033
C -4.55990 0.15309 -0.87882
C -5.25362 -0.49994 1.32964
C 1.45846 -0.07098 -7.79967
C -1.02245 2.22783 0.30049
C 0.98256 1.26206 0.92021
C -4.23350 0.34436 5.52349
C -2.95113 0.03361 0.91071
C -4.38542 1.86214 3.64294
C -0.06527 -1.13963 -4.54524
C 0.07004 1.43496 -0.17362
C -0.62450 -1.63716 2.17252
C 0.39125 1.81999 2.09844
C 0.13528 1.76969 -6.91342
C 1.00713 1.25042 -7.88034
C 0.82908 -1.66243 2.13738
C -1.28991 -0.87558 -3.68542
C -3.23963 0.21685 -0.43720
C 1.26016 -1.69424 0.79944
C 0.21002 -0.34401 -5.74445
C -1.05321 -1.73710 0.75198
C -0.27292 0.98059 -5.84170
H -3.25783 0.67937 5.91986
H -2.01608 -0.16775 -4.09768
H -5.07713 2.40184 4.30166
H 1.36376 1.90232 -8.68848
H -6.02434 -0.83981 2.02108
H -3.40007 2.36145 3.69373
H 0.80293 1.82792 3.09721
H -0.95797 1.37428 -5.08044
H 1.47660 -1.87058 -6.59601
H -1.27554 -1.92826 2.99449
H -1.55800 2.92756 2.36013
H -4.76176 0.38340 -1.92347
H 0.13301 -1.60216 -1.13656
H -1.83544 2.62602 -0.29683
H -2.42919 0.39546 -1.13877
H -4.74809 1.91103 2.61135
H -5.01111 0.95037 6.00218
H -4.15103 -1.44898 3.61458
H -1.64598 -1.62383 -2.97420
H 0.17365 1.05427 -1.18228
H -6.59723 -0.30417 -0.34851
H 2.14870 -0.46198 -8.55164
H -0.18506 2.81724 -6.94818
H -2.03016 -2.12820 0.47963
H 0.35219 -2.15978 -4.49686
H 2.29718 -1.74154 0.46884
H -2.62390 -0.54070 3.50761
H 1.43150 -1.66038 3.03881
H 1.95635 0.78482 0.88078
H -4.36812 -0.71038 5.78980